Record 1
Entry from the Open Molecules 2025 dataset: a molecular structure, C39H41N4O8PReS4 (ωB97M-V/def2-TZVPD).

Element x y z (Å)
Re (0.35286, -0.25173, 0.25317)
O (4.15190, 1.46779, 0.73041)
C (3.01880, 1.42123, 0.10389)
O (2.00743, 0.96984, 0.65105)
C (3.01913, 2.02627, -1.26916)
O (1.86413, 1.66242, -1.96609)
C (1.99074, 0.69434, -2.98037)
C (1.77743, -0.72640, -2.50066)
O (2.26169, -1.68204, -3.01662)
O (0.87225, -0.85044, -1.48328)
H (4.11746, 0.93686, 1.56084)
H (3.95161, 1.77801, -1.78079)
H (2.99128, 3.11132, -1.11315)
H (2.94722, 0.74031, -3.50211)
H (1.19196, 0.90799, -3.69517)
C (-2.54704, -3.56977, -6.13769)
C (-2.02979, -3.47296, -4.73152)
C (-2.87385, -3.11500, -3.67669)
C (-2.39671, -3.01671, -2.38334)
C (-1.05172, -3.28252, -2.14480)
C (-0.18637, -3.63789, -3.17204)
C (-0.68973, -3.74078, -4.45764)
S (-0.36490, -3.16574, -0.53638)
C (-1.38063, -4.32706, 0.34103)
O (-0.94329, -1.80686, 0.06735)
H (-3.60993, -3.34494, -6.19138)
H (-2.38973, -4.57162, -6.53810)
H (-2.01545, -2.87536, -6.78928)
H (-3.92126, -2.92554, -3.87394)
H (-3.06545, -2.74973, -1.57567)
H (0.86043, -3.82720, -2.97478)
H (-0.02507, -4.02318, -5.26419)
H (-2.41344, -3.98761, 0.30468)
H (-1.02344, -4.38625, 1.36680)
H (-1.26791, -5.28619, -0.16161)
C (-2.50780, 0.35157, -1.57250)
P (-1.35355, 1.29071, -0.53493)
C (-0.87225, 2.72177, -1.52969)
C (-1.33346, 2.88288, -2.83186)
C (-0.95696, 3.99845, -3.57419)
C (-0.12682, 4.95575, -3.01704)
C (0.33918, 4.79563, -1.71491)
C (-0.02581, 3.68398, -0.97676)
C (-2.44642, 1.90462, 0.77619)
C (-2.97038, 0.97690, 1.67566)
C (-3.88796, 1.37257, 2.63547)
C (-4.28913, 2.70148, 2.70112)
C (-3.78738, 3.62363, 1.79474)
C (-2.87262, 3.22822, 0.82766)
H (-3.32902, 0.99735, -1.88259)
H (-2.90088, -0.46139, -0.96537)
H (-2.00641, -0.07764, -2.44064)
H (-1.98449, 2.15091, -3.28900)
H (-1.32106, 4.11726, -4.58557)
H (0.16255, 5.82318, -3.59490)
H (1.00013, 5.53815, -1.28348)
H (0.35686, 3.54928, 0.03100)
H (-2.67141, -0.06541, 1.62102)
H (-4.29421, 0.64666, 3.32724)
H (-5.00621, 3.01236, 3.44903)
H (-4.12003, 4.65270, 1.82976)
H (-2.49833, 3.95022, 0.11429)
N (4.09141, -7.59781, 1.67284)
C (3.95377, -6.25253, 1.54095)
C (3.69463, -5.68051, 0.28299)
C (3.53886, -4.32031, 0.15021)
C (3.65144, -3.50244, 1.27628)
C (3.89940, -4.05333, 2.53503)
C (4.05247, -5.41289, 2.66429)
S (3.32171, -1.82266, 1.12807)
O (3.48483, -1.41160, -0.23874)
O (3.99442, -1.08031, 2.16925)
N (1.67071, -1.63673, 1.39949)
C (1.22802, -1.03546, 2.51378)
S (1.68998, -1.08508, 4.14938)
C (0.36748, -0.01335, 4.52892)
C (-0.31505, 0.36583, 3.44485)
N (0.16740, -0.21117, 2.26827)
H (4.19260, -8.17424, 0.85634)
H (4.43402, -7.98366, 2.53499)
H (3.64291, -6.31931, -0.58943)
H (3.37114, -3.87491, -0.82188)
H (4.01303, -3.41041, 3.39804)
H (4.27050, -5.84328, 3.63305)
H (0.20559, 0.30724, 5.54427)
H (-1.13730, 1.05648, 3.40795)
S (0.83780, 3.30655, 2.50310)
C (-0.22541, 4.47522, 3.09672)
N (-0.63123, 5.50468, 2.30034)
C (-1.48156, 6.49954, 2.66644)
C (-2.00411, 6.51910, 3.91655)
C (-1.62220, 5.48852, 4.80474)
C (-0.76411, 4.50429, 4.41098)
H (-0.24315, 5.51208, 1.36538)
H (-1.69145, 7.24561, 1.91416)
H (-2.67420, 7.31017, 4.21504)
H (-2.00905, 5.48817, 5.81541)
H (-0.45202, 3.72388, 5.08943)

Computed properties:
- ⟨S²⟩: 0.76
- Net charge: +2
- LUMO (spin up / spin down): -7.0 / -6.5 eV
- HOMO (spin up / spin down): -12.14 / -12.14 eV
- Relative energy (zero: lowest compared OMol25 entry of this formula, charge and spin): 0.00 kcal/mol
- Spin multiplicity: 2
- Kohn-Sham gap (spin up / spin down): 5.2 / 5.6 eV

=====

Record 2
Entry from the Open Molecules 2025 dataset: a molecular structure, C39H41N7O2S2Sn (ωB97M-V/def2-TZVPD).

Element x y z (Å)
Sn (1.03957, 0.09705, 0.44121)
C (2.37396, 2.42342, 2.62977)
N (2.81398, 1.25669, 1.86689)
C (3.72721, 1.68368, 0.79285)
C (3.39217, 0.19209, 2.64708)
C (3.92611, 0.38539, 3.90861)
C (4.47609, -0.67924, 4.61394)
C (4.48445, -1.93861, 4.03630)
C (3.94033, -2.14498, 2.77715)
C (3.37371, -1.08950, 2.05713)
N (2.71766, -1.22239, 0.84633)
C (2.98200, -2.24739, -0.04018)
C (4.25443, -2.80187, -0.23645)
C (4.47101, -3.77388, -1.19761)
C (3.43002, -4.21871, -2.00122)
C (2.16440, -3.67838, -1.82230)
C (1.93615, -2.70855, -0.85870)
N (0.61859, -2.15688, -0.61005)
C (-0.12211, -3.02188, 0.32161)
C (-0.16142, -1.91173, -1.82514)
H (3.22647, 3.00704, 2.99897)
H (1.74807, 2.11436, 3.46052)
H (1.77215, 3.05636, 1.97696)
H (4.60116, 2.19266, 1.21403)
H (3.20046, 2.36387, 0.11992)
H (4.05644, 0.81620, 0.22438)
H (3.91516, 1.37193, 4.35403)
H (4.88818, -0.52059, 5.60145)
H (4.90137, -2.77974, 4.57671)
H (3.92095, -3.14184, 2.35512)
H (5.07773, -2.44361, 0.36873)
H (5.46748, -4.17757, -1.32948)
H (3.59827, -4.97427, -2.75710)
H (1.34611, -4.02502, -2.44027)
H (-0.29748, -4.00776, -0.12579)
H (-1.07559, -2.55448, 0.56612)
H (0.45157, -3.13355, 1.23926)
H (-0.44221, -2.84027, -2.33403)
H (0.41336, -1.28732, -2.50855)
H (-1.07350, -1.38426, -1.54952)
O (-0.49089, 1.34210, 2.73105)
C (-0.42916, 0.13911, 2.96180)
O (0.22906, -0.71025, 2.23644)
C (-1.14558, -0.45959, 4.14216)
C (-2.00162, 0.34049, 4.89048)
C (-2.68806, -0.19483, 5.96954)
C (-2.51576, -1.53120, 6.30797)
C (-1.65662, -2.33085, 5.56620)
C (-0.97364, -1.79686, 4.48298)
H (-2.11575, 1.37872, 4.60681)
H (-3.35647, 0.42915, 6.54925)
H (-3.04953, -1.94894, 7.15248)
H (-1.51727, -3.37071, 5.83340)
H (-0.29635, -2.40353, 3.89628)
S (-6.41810, 0.98666, -0.58650)
C (-4.70408, 0.62147, -0.27407)
C (-4.32571, -0.23282, 0.75508)
C (-2.97603, -0.46555, 0.95044)
N (-2.02034, 0.10015, 0.21279)
C (-2.38986, 0.93370, -0.75391)
C (-3.71790, 1.22107, -1.04219)
C (-7.04819, -0.67118, -0.73380)
C (-6.50513, -1.57090, -1.64267)
C (-7.05149, -2.84098, -1.71726)
N (-8.08437, -3.24887, -0.97925)
C (-8.60257, -2.37265, -0.12523)
C (-8.12124, -1.07995, 0.04223)
H (-5.06394, -0.70703, 1.38837)
H (-2.64427, -1.12193, 1.74844)
H (-1.58785, 1.38484, -1.33272)
H (-3.97390, 1.89222, -1.85090)
H (-5.67179, -1.28945, -2.27334)
H (-6.64333, -3.56756, -2.41155)
H (-9.44116, -2.72009, 0.46869)
H (-8.56939, -0.41078, 0.76458)
C (2.99665, 6.59953, -4.58287)
C (2.31737, 5.30720, -4.89450)
C (2.05521, 4.84210, -6.14501)
C (1.39644, 3.59110, -6.25391)
N (1.04135, 2.86920, -5.21836)
C (1.30859, 3.31158, -3.95984)
S (0.94221, 2.48004, -2.56978)
N (1.93684, 4.54224, -3.84886)
C (1.08070, 3.02273, -7.60393)
H (3.22027, 7.14278, -5.49692)
H (3.92944, 6.41796, -4.04665)
H (2.36097, 7.22185, -3.95117)
H (2.33519, 5.41108, -7.01833)
H (2.11026, 4.84417, -2.90045)
H (1.26362, 3.73891, -8.40282)
H (0.04114, 2.69933, -7.62784)
H (1.69757, 2.13854, -7.77152)

Computed properties:
- Net charge: 0
- LUMO: 0.0 eV
- HOMO: -6.64 eV
- Relative energy (zero: lowest compared OMol25 entry of this formula, charge and spin): 0.00 kcal/mol
- Kohn-Sham gap: 6.6 eV

=====

Record 3
Entry from the Open Molecules 2025 dataset: a molecular structure, C39H42ErN7OPS3 (ωB97M-V/def2-TZVPD).

Element x y z (Å)
Er (-0.73178, -0.49278, 0.09179)
C (4.37036, 1.36945, 4.29718)
C (3.60320, 0.64709, 3.22042)
C (4.01733, 0.67714, 1.88552)
C (3.28364, 0.07551, 0.88803)
C (2.10625, -0.65136, 1.15053)
N (1.35711, -1.25370, 0.13286)
C (2.08850, -1.79149, -0.93534)
C (3.28752, -2.48574, -0.67736)
C (4.08808, -3.01142, -1.66659)
C (3.72455, -2.91685, -3.01036)
C (4.57413, -3.50889, -4.10622)
C (2.52334, -2.29632, -3.28476)
C (1.71863, -1.73361, -2.29116)
N (0.50878, -1.11812, -2.77426)
C (0.36895, -0.42784, -3.92215)
C (-0.96698, -0.14149, -4.08606)
C (-1.58091, -0.69707, -2.96495)
N (-0.68515, -1.28917, -2.17220)
C (1.71650, -0.68721, 2.49474)
C (2.43669, -0.03747, 3.49632)
N (0.57971, -1.45285, 2.92354)
C (0.56033, -2.35853, 3.91687)
C (-0.73687, -2.81047, 4.04698)
C (-1.45014, -2.09355, 3.08409)
N (-0.65227, -1.27488, 2.40948)
H (5.44184, 1.34339, 4.09608)
H (4.19753, 0.92378, 5.27682)
H (4.07017, 2.41890, 4.35523)
H (4.92136, 1.21724, 1.62239)
H (3.60772, 0.15873, -0.14107)
H (3.58596, -2.58783, 0.35856)
H (5.00549, -3.52139, -1.39367)
H (5.62621, -3.51154, -3.82188)
H (4.47562, -2.94312, -5.03270)
H (4.28795, -4.54163, -4.31821)
H (2.17906, -2.25536, -4.31284)
H (1.22168, -0.16858, -4.52638)
H (-1.42331, 0.40202, -4.89443)
H (-2.62609, -0.72688, -2.70106)
H (2.05715, -0.07535, 4.51237)
H (1.46164, -2.61714, 4.44732)
H (-1.11232, -3.53291, 4.75158)
H (-2.49921, -2.14683, 2.83959)
S (-1.24169, 2.00256, 1.34817)
P (-0.24440, 2.88247, -0.15413)
S (0.66153, 1.53886, -1.32466)
C (0.95602, 4.05015, 0.53600)
C (0.72607, 5.42269, 0.55932)
C (1.65833, 6.26837, 1.14841)
C (2.81265, 5.74811, 1.71358)
C (3.03991, 4.37708, 1.69397)
C (2.11392, 3.53036, 1.10813)
C (-1.34915, 3.91636, -1.15268)
C (-2.61086, 4.27542, -0.69794)
C (-3.41549, 5.11082, -1.46495)
C (-2.95443, 5.58972, -2.68168)
C (-1.68897, 5.23435, -3.13789)
C (-0.88651, 4.39749, -2.37820)
H (-0.17321, 5.83663, 0.12216)
H (1.48053, 7.33608, 1.16254)
H (3.53676, 6.41222, 2.16737)
H (3.94141, 3.96733, 2.13352)
H (2.28574, 2.46202, 1.08726)
H (-2.95159, 3.90862, 0.26348)
H (-4.39779, 5.39672, -1.10876)
H (-3.57960, 6.24449, -3.27593)
H (-1.32932, 5.61111, -4.08702)
H (0.09478, 4.10591, -2.73339)
O (-2.99429, -0.37966, 0.04020)
S (-3.96726, 0.38914, 0.94283)
C (-5.07712, 1.24053, -0.22222)
C (-6.41444, 0.49278, -0.26478)
C (-6.13665, -0.95030, 0.15176)
C (-5.22715, -0.83388, 1.36650)
H (-4.52730, 1.20485, -1.16270)
H (-5.16238, 2.28006, 0.09127)
H (-6.85855, 0.55726, -1.25702)
H (-7.11354, 0.94854, 0.43763)
H (-5.62291, -1.49270, -0.64357)
H (-7.05279, -1.48819, 0.39144)
H (-4.70867, -1.74854, 1.65088)
H (-5.75145, -0.42712, 2.23568)
C (-0.06025, -5.98827, -1.03377)
N (-0.45777, -5.29657, 0.19185)
C (-0.51611, -6.04687, 1.44339)
C (-0.84028, -4.04356, 0.14819)
N (-1.15187, -2.93193, 0.12297)
H (-0.80672, -6.73138, -1.31662)
H (0.89605, -6.48427, -0.87200)
H (0.05107, -5.26563, -1.83745)
H (-1.30711, -6.79735, 1.40732)
H (-0.70430, -5.36248, 2.26695)
H (0.43921, -6.54433, 1.60986)

Computed properties:
- ⟨S²⟩: 3.75
- Net charge: +1
- LUMO (spin up / spin down): -1.7 / -1.7 eV
- HOMO (spin up / spin down): -9.12 / -9.12 eV
- Relative energy (zero: lowest compared OMol25 entry of this formula, charge and spin): 30.24 kcal/mol
- Spin multiplicity: 4
- Kohn-Sham gap (spin up / spin down): 7.4 / 7.4 eV

=====

| no. | energy (Ha) | molar mass (g mol⁻¹) | F_max (eV/A) |
| --- | --- | --- | --- |
| 1 | -4343.64316 | 1039.226 | 1.1 |
| 2 | -3055.27728 | 822.649 | 0.2 |
| 3 | -4520.84271 | 919.248 | 0.6 |